The following is a DFT calculation (the ωB97M-V functional and the def2-TZVPD basis) of a structure of composition C26H31As2N3O4S6Tl.

The orbital gap comes out at 7.3 eV. Its molar mass is 996.18 g mol⁻¹. The charge is -1. The maximum force is 0.0085 hartree/bohr. The calculation puts the HOMO energy at -5.12 eV.

Atoms and positions in Å:
Tl  0.2728  -0.3562  1.0058
C  -3.3139  -1.4235  6.8449
C  -2.9424  -0.5911  5.6484
C  -3.8314  -0.4220  4.5904
C  -3.4801  0.3137  3.4722
C  -2.2144  0.8821  3.3934
C  -1.3237  0.7420  4.4455
C  -1.6927  0.0090  5.5626
S  -1.7228  1.8347  1.9698
O  -0.3763  2.2984  2.2637
O  -2.7736  2.8059  1.7853
N  -1.5665  0.8921  0.6750
C  -2.7471  0.1233  0.2931
C  -2.7506  -1.3263  0.7847
O  -3.7584  -1.9993  0.6132
O  -1.6627  -1.7098  1.3342
H  -4.3762  -1.6647  6.8419
H  -3.0840  -0.9035  7.7761
H  -2.7569  -2.3624  6.8493
H  -4.8124  -0.8796  4.6362
H  -4.1973  0.4358  2.6740
H  -0.3428  1.1882  4.3758
H  -0.9822  -0.1108  6.3724
H  -2.8135  0.0943  -0.7932
H  -3.6599  0.6183  0.6287
S  0.9030  -1.2760  3.3101
S  2.7370  -2.0463  2.8008
S  3.6401  -0.4047  1.9668
S  2.6405  -0.2176  0.1831
C  0.3430  -0.7766  -4.2003
As  -0.0318  0.4952  -2.7509
C  -1.6954  1.2218  -3.4928
C  1.1080  1.9920  -3.3376
C  1.4773  2.1095  -4.6790
C  2.2322  3.1833  -5.1209
C  2.6255  4.1641  -4.2212
C  2.2572  4.0569  -2.8910
C  1.5020  2.9785  -2.4301
As  0.9719  2.8198  -0.5359
C  -0.1094  4.4529  -0.4246
C  2.5927  3.5581  0.2812
H  -0.0802  -0.4457  -5.1492
H  -0.0934  -1.7374  -3.9285
H  1.4190  -0.9120  -4.3064
H  -1.5112  1.6083  -4.4956
H  -2.0525  2.0232  -2.8463
H  -2.4487  0.4362  -3.5354
H  1.1679  1.3603  -5.3964
H  2.5078  3.2573  -6.1657
H  3.2196  5.0059  -4.5554
H  2.5750  4.8221  -2.1913
H  0.3653  5.2795  -0.9554
H  -0.2200  4.6939  0.6321
H  -1.1010  4.2668  -0.8351
H  2.7437  4.6052  0.0152
H  3.4517  2.9617  -0.0215
H  2.4755  3.4746  1.3618
N  -0.6664  -4.1353  1.5880
C  0.2755  -4.1702  0.6449
N  0.6777  -3.1364  -0.0411
C  1.6115  -3.5324  -0.9895
C  2.2106  -2.7074  -1.9375
C  3.1305  -3.2355  -2.8254
C  3.4774  -4.5856  -2.7897
C  2.8876  -5.4269  -1.8604
C  1.9621  -4.8911  -0.9797
S  1.0535  -5.7048  0.2601
H  -1.2447  -3.2844  1.6239
H  -0.9815  -4.9921  2.0017
H  1.9594  -1.6573  -1.9598
H  3.5951  -2.5829  -3.5539
H  4.2054  -4.9791  -3.4868
H  3.1430  -6.4780  -1.8231

The following is a DFT calculation (the ωB97M-V functional and the def2-TZVPD basis) of the molecule C3H4F2O.

As for the SMILES: O=C[C@H](F)CF. The orbital gap comes out at 10.9 eV. Its molar mass is 94.06 g mol⁻¹. The maximum force is 0.0769 hartree/bohr. The calculation puts the HOMO energy at -10.36 eV.

Atoms and positions in Å:
O  -2.3841  -0.3886  0.7533
C  -1.5175  0.3477  0.3454
C  0.1479  0.3704  -0.0338
F  0.0996  1.0187  -1.2916
C  1.0054  -0.8074  -0.0909
F  2.3189  -0.4357  0.1398
H  -1.8350  1.3480  -0.0330
H  0.4900  1.2137  0.6394
H  1.1096  -1.1810  -1.0453
H  0.5652  -1.4859  0.6167

The following is a DFT calculation (the ωB97M-V functional and the def2-TZVPD basis) of the molecule C4H6N2O.

The orbital gap (spin up / spin down) comes out at 7.7 / 6.9 eV. Its molar mass is 98.10 g mol⁻¹. The maximum force is 0.0067 hartree/bohr. The calculation puts the HOMO energy (spin up / spin down) at -7.08 / -6.45 eV.

Atoms and positions in Å:
C  -2.1677  0.5744  0.7080
O  -1.4810  -0.6302  0.6295
C  -0.3353  -0.6563  0.0809
C  0.3116  0.6025  -0.3641
N  1.6611  0.1195  -0.5100
C  1.6747  -1.2064  -0.2097
N  0.5305  -1.7166  0.1493
H  -3.1479  0.3709  1.1287
H  -2.1835  1.1024  -0.2484
H  0.0893  1.3275  0.4670
H  -0.0867  1.0620  -1.2807
H  2.4319  0.6405  -0.8906
H  2.5975  -1.7759  -0.2529